No. 1
Entry from the OMol25 dataset: a cluster of 3 separate species, C21H48N3O3 in total (ωB97M-V/def2-TZVPD).

Geometry as XYZ:
```
75
Properties=species:S:1:pos:R:3
C 1.01880 2.18612 -2.98265
C 0.50574 3.58813 -2.82278
O 1.16265 4.53796 -2.62150
O -0.88105 3.70957 -2.91502
C -1.36438 3.90352 -4.24297
C -2.83552 4.27360 -4.13336
C -3.69787 3.37279 -3.27061
N -3.93847 1.97836 -3.80505
C -4.51773 1.96110 -5.20481
C -3.52893 1.46983 -6.24200
O -3.04587 0.20783 -5.84215
C -2.14353 0.35949 -4.77264
C -2.76286 1.04547 -3.54044
H 1.05125 1.92429 -4.04792
H 0.37737 1.46581 -2.46767
H 2.03450 2.13122 -2.58825
H -1.19515 2.99505 -4.84158
H -0.83188 4.73009 -4.72943
H -3.25321 4.41774 -5.13674
H -2.88641 5.25233 -3.64001
H -4.68776 3.81876 -3.13689
H -3.24209 3.24579 -2.28397
H -4.69167 1.61421 -3.22323
H -5.35618 1.25864 -5.18840
H -4.91252 2.95356 -5.42940
H -4.05834 1.35129 -7.19057
H -2.69272 2.16921 -6.39765
H -1.26056 0.92301 -5.11101
H -1.80858 -0.63645 -4.47565
H -3.11489 0.30395 -2.81991
H -1.99410 1.64339 -3.04293
C 2.72786 -1.70085 -0.33443
C 1.48178 -0.83327 -0.27797
N 0.27690 -1.54488 -0.68040
C -0.85162 -0.67743 -0.92412
C -1.41514 0.14784 0.23990
C -0.00478 -2.77297 0.05700
C -0.09501 -2.68141 1.58286
H 2.84166 -2.16825 -1.31329
H 3.61071 -1.09042 -0.14156
H 2.70439 -2.48367 0.42411
H 1.60112 0.01305 -0.96319
H 1.40119 -0.40094 0.73119
H -1.65572 -1.28979 -1.35009
H -0.54607 0.02006 -1.71760
H -1.94347 -0.47261 0.96171
H -2.12682 0.89021 -0.13583
H -0.62920 0.68958 0.76664
H 0.76868 -3.49933 -0.19983
H -0.93598 -3.18236 -0.34347
H 0.76670 -2.16651 2.01025
H -0.11251 -3.68666 2.00674
H -0.99432 -2.16856 1.92223
C 3.16992 -0.75411 3.58907
C 3.02870 -0.76601 5.10290
N 2.06150 -1.74855 5.56089
C 1.65518 -1.56795 6.94554
C 2.71794 -1.73553 8.03568
C 2.30903 -3.11887 5.13709
C 3.67114 -3.73669 5.47021
H 2.18642 -0.66802 3.12128
H 3.77928 0.09281 3.27027
H 3.64897 -1.66066 3.21573
H 2.66962 0.21195 5.43549
H 4.02616 -0.89494 5.55121
H 0.82968 -2.25814 7.13947
H 1.23380 -0.56091 7.02517
H 3.01873 -2.77491 8.16062
H 2.31784 -1.39383 8.99190
H 3.61047 -1.14502 7.82402
H 2.16872 -3.16846 4.05310
H 1.51419 -3.73545 5.56432
H 4.49334 -3.08546 5.16871
H 3.78723 -4.67909 4.93163
H 3.78379 -3.94858 6.53203
```

Results
**Spin multiplicity**: 1
**HOMO energy**: -9.4 eV
**Total charge**: +1
**Frontier orbital gap**: 6.399 eV
**E_tot**: -1218.63272 a.u.



No. 2
Entry from the OMol25 dataset: a cluster of 5 separate species, C21H49Br2N2O7P in total (ωB97M-V/def2-TZVPD).

Geometry as XYZ:
```
82
Properties=species:S:1:pos:R:3
C -3.35989 4.00654 -1.14269
C -3.31617 2.84607 -1.80983
C -3.45286 1.52329 -1.10417
O -2.58976 0.54891 -1.70268
C -1.72958 -0.11324 -0.81764
C -0.35587 0.64504 -0.58422
N -0.23009 1.69720 -1.58464
C 0.72829 -0.41177 -0.81348
O 2.04316 -0.09181 -0.41463
O 2.75588 0.51451 -1.50064
P -0.35635 1.32493 1.15506
N 0.84441 0.96422 2.10140
C -4.89451 1.03335 -1.16976
Br -5.93372 1.65392 -2.62809
C -5.42769 0.21236 -0.26975
C -4.69983 -0.33020 0.93066
Br -7.22077 -0.36159 -0.38743
H -2.87190 4.13723 -0.17947
H -3.85847 4.86910 -1.57492
H -3.14114 2.77301 -2.87863
H -3.16485 1.69368 -0.05582
H -2.23788 -0.29333 0.12959
H -1.51111 -1.09279 -1.25099
H 0.72644 1.78866 -1.90182
H -0.55416 2.60480 -1.27681
H 0.73855 -0.57852 -1.89876
H 0.45995 -1.36797 -0.35800
H 2.97473 1.39080 -1.15042
H -1.58330 0.85388 1.67272
H -0.54489 2.70991 0.95833
H 1.29368 1.81309 2.42679
H -4.02417 -1.14316 0.65708
H -4.12931 0.45116 1.43844
H -5.40815 -0.74761 1.64315
C -0.25014 -1.58313 7.17756
C -0.73704 -1.22750 5.78089
C 0.39596 -1.26181 4.76945
O -1.35760 0.05882 5.78646
H 0.50187 -0.86223 7.51071
H -1.07521 -1.55430 7.88955
H 0.19587 -2.57856 7.20033
H -1.51862 -1.92734 5.47991
H 1.16574 -0.53423 5.03932
H 0.04082 -0.99557 3.77484
H 0.86392 -2.24546 4.72330
H -0.68882 0.70260 6.04332
C -0.94941 4.98269 -5.69195
C -0.64044 4.69177 -4.23150
C 0.85229 4.77662 -3.94923
O -1.14060 3.41010 -3.85956
H -0.45926 4.24739 -6.33613
H -2.02214 4.91953 -5.87398
H -0.60454 5.97627 -5.98148
H -1.17223 5.40408 -3.59762
H 1.39294 4.03466 -4.54367
H 1.05376 4.56985 -2.89694
H 1.24800 5.76386 -4.19073
H -0.69724 2.74350 -4.39605
C 6.50561 -1.20811 -2.12575
C 5.86715 -2.45844 -1.53966
C 4.87622 -3.08106 -2.51255
O 5.22084 -2.15919 -0.30626
H 5.74246 -0.45157 -2.32855
H 7.21409 -0.77524 -1.41888
H 7.03232 -1.42789 -3.05567
H 6.64541 -3.18339 -1.29531
H 4.06874 -2.37536 -2.72748
H 4.42931 -3.97642 -2.07979
H 5.35729 -3.35145 -3.45392
H 4.51916 -1.52212 -0.48663
C 0.10922 -4.73883 3.14047
C -0.35395 -4.29441 1.76006
C 0.79331 -4.30266 0.76072
O -0.93438 -2.98799 1.83038
H 0.87270 -4.04727 3.50223
H -0.71976 -4.72296 3.84880
H 0.53355 -5.74329 3.12349
H -1.14947 -4.95222 1.40694
H 1.57919 -3.61113 1.07854
H 0.44482 -3.98196 -0.22222
H 1.23116 -5.29699 0.66549
H -0.25153 -2.38536 2.15080
```

Results
**SMILES string**: C=C[C@H](OC[C@](N)(COO)[PH2]=N)/C(Br)=C(\C)Br.CC(C)O.CC(C)O.CC(C)O.CC(C)O
**Spin multiplicity**: 1
**HOMO energy**: -8.6 eV
**Frontier orbital gap**: 8.876 eV
**E_tot**: -6954.85525 a.u.



No. 3
Entry from the OMol25 dataset: a cluster of 4 separate species, C21H49ClN in total (ωB97M-V/def2-TZVPD).

Geometry as XYZ:
```
72
Properties=species:S:1:pos:R:3
C 4.10028 4.66762 -1.05806
C 2.88570 5.46914 -0.60906
C 1.54437 4.99328 -1.21406
N 0.36082 5.28635 -0.46351
Cl 0.28405 4.02489 0.81862
H 3.87723 3.59821 -0.99968
H 4.35023 4.88064 -2.10047
H 4.98280 4.85197 -0.44404
H 2.78509 5.44888 0.47701
H 3.02628 6.51535 -0.89835
H 1.66625 3.91043 -1.43140
H 1.41402 5.48604 -2.18846
C 0.74348 0.80946 2.26592
C -0.77962 0.84815 2.29877
C -1.35895 1.06809 3.69421
C -1.01342 -0.02355 4.71005
C -1.42392 -1.43535 4.29407
C -2.92707 -1.60075 4.09207
H 1.14935 -0.02160 2.85088
H 1.09550 0.69550 1.23998
H 1.16063 1.74224 2.64805
H -1.18108 -0.07847 1.87124
H -1.11691 1.65843 1.64916
H -2.44590 1.16666 3.61755
H -0.99831 2.02769 4.07543
H -1.49354 0.21883 5.66494
H 0.06272 -0.01337 4.90287
H -1.08543 -2.13949 5.06054
H -0.90213 -1.71306 3.37475
H -3.47257 -1.34692 5.00435
H -3.17959 -2.62932 3.82707
H -3.29574 -0.95603 3.29340
C -0.24954 1.37606 -1.52703
C 0.10106 0.97798 -2.95541
C 0.73496 2.13571 -3.72916
C -0.13604 3.38995 -3.82824
C -1.50552 3.16670 -4.46571
C -1.43961 2.66579 -5.90642
H -0.98470 2.17993 -1.49953
H -0.65681 0.53728 -0.95586
H 0.63070 1.74594 -1.00049
H -0.79520 0.61747 -3.47264
H 0.80430 0.13889 -2.94995
H 1.01841 1.78909 -4.72955
H 1.66596 2.42055 -3.22987
H 0.40745 4.14353 -4.40832
H -0.26708 3.82273 -2.83250
H -2.05613 4.11054 -4.43823
H -2.08534 2.46259 -3.86208
H -0.88259 3.36564 -6.53446
H -2.43780 2.55425 -6.33518
H -0.94451 1.69515 -5.97152
C 0.76839 -2.87426 1.11976
C 0.90906 -3.98666 0.08630
C -0.42152 -4.64402 -0.27762
C -1.14436 -5.31354 0.89304
C -0.33346 -6.38669 1.61726
C 0.05871 -7.56088 0.72533
H 0.38197 -3.25207 2.06803
H 1.73030 -2.40333 1.32409
H 0.09050 -2.09368 0.76733
H 1.61205 -4.74100 0.45276
H 1.35312 -3.57764 -0.82452
H -0.25435 -5.37525 -1.07380
H -1.08473 -3.88434 -0.70221
H -2.07097 -5.76165 0.51929
H -1.44976 -4.55243 1.61593
H -0.92308 -6.75780 2.45983
H 0.56620 -5.94231 2.05139
H -0.82689 -8.03562 0.29660
H 0.60411 -8.31929 1.28892
H 0.69812 -7.24327 -0.09946
```

Results
**Spin multiplicity**: 1
**HOMO energy**: -2.2 eV
**Total charge**: -1
**Frontier orbital gap**: 4.673 eV
**E_tot**: -1344.45108 a.u.